This record from OMol25 describes a structure of composition C56H65B2CrN4O8P in a non-equilibrium geometry. The level of theory is ωB97M-V/def2-TZVPD.

The geometry in XYZ format:
```
137
Properties=species:S:1:pos:R:3:lowdin_charge:R:1
Cr -0.230 -0.298 0.774 0.52
O 2.884 -3.029 1.857 0.05
C 1.981 -2.214 1.964 -0.70
O 1.418 -1.567 1.004 -0.19
C 1.382 -1.877 3.350 -0.20
P 0.442 -0.328 3.035 1.04
C -0.400 -0.122 4.668 -0.32
C -1.773 -0.329 4.768 -0.09
C -2.425 -0.199 5.986 -0.09
C -1.710 0.134 7.126 -0.10
C -0.340 0.340 7.039 -0.09
C 0.310 0.209 5.822 -0.08
C 1.772 0.921 3.248 -0.32
C 1.407 2.240 3.532 -0.08
C 2.355 3.244 3.583 -0.07
C 3.694 2.953 3.352 -0.09
C 4.069 1.649 3.070 -0.08
C 3.116 0.642 3.010 -0.09
H 2.145 -1.787 4.122 0.09
H 0.697 -2.677 3.636 0.09
H -2.330 -0.570 3.871 0.10
H -3.497 -0.349 6.043 0.10
H -2.217 0.235 8.078 0.10
H 0.222 0.612 7.924 0.10
H 1.378 0.377 5.762 0.11
H 0.368 2.475 3.736 0.11
H 2.054 4.261 3.806 0.10
H 4.441 3.735 3.391 0.10
H 5.110 1.410 2.891 0.10
H 3.430 -0.367 2.774 0.09
C -4.052 0.682 0.544 0.03
C -2.977 0.937 -0.455 -0.34
N -1.776 0.384 -0.476 0.05
C -1.213 0.719 -1.733 -0.12
C -2.092 1.618 -2.395 -0.08
N -3.186 1.695 -1.541 0.17
C -2.081 2.348 -3.624 -0.52
O -1.022 2.200 -4.434 0.10
O -3.010 3.089 -3.933 0.03
C -0.146 -0.016 -2.240 -0.41
O 0.383 0.075 -3.362 0.04
O 0.240 -1.030 -1.363 0.10
H -3.676 0.776 1.558 0.07
H -4.429 -0.335 0.419 0.09
H -4.875 1.379 0.393 0.08
H -4.009 2.222 -1.782 0.16
H -0.428 1.475 -4.111 0.07
C -2.406 7.689 4.414 -0.07
C -2.067 7.251 2.982 -0.56
C -0.702 7.854 2.619 -0.06
C -3.130 7.799 2.019 -0.05
C -2.038 5.725 2.855 -0.18
C -2.834 4.928 3.677 -0.04
C -2.820 3.534 3.614 0.02
C -1.972 2.958 2.696 -0.23
O -1.710 1.642 2.453 0.03
B -0.760 1.583 1.380 -0.57
O -0.498 2.919 1.007 0.15
C -1.219 3.736 1.821 -0.20
C -1.234 5.112 1.886 0.07
H -2.243 8.762 4.526 0.08
H -1.773 7.168 5.135 0.09
H -3.448 7.488 4.663 0.07
H -0.678 8.915 2.874 0.08
H -0.496 7.764 1.553 0.07
H 0.097 7.351 3.168 0.09
H -3.160 8.892 2.056 0.08
H -4.118 7.415 2.280 0.08
H -2.909 7.489 0.997 0.09
H -3.486 5.387 4.406 0.10
H -3.436 2.934 4.271 0.12
H -0.623 5.680 1.198 0.12
C -2.040 -3.457 1.828 -0.06
C -1.132 -4.138 0.799 -0.36
C -0.707 -5.527 1.286 -0.04
C -1.814 -4.237 -0.544 -0.12
C -3.119 -4.716 -0.604 -0.04
C -3.784 -4.853 -1.808 -0.07
C -3.146 -4.490 -2.980 -0.04
C -1.842 -4.012 -2.965 -0.12
C -1.202 -3.593 -4.273 -0.36
C -0.905 -4.805 -5.161 -0.05
C -2.061 -2.566 -5.017 -0.04
C -1.161 -3.903 -1.738 -0.08
N 0.214 -3.508 -1.769 0.11
B 0.833 -2.204 -1.834 -0.58
N 2.111 -2.402 -2.451 0.13
C 2.268 -3.778 -2.641 -0.05
C 1.156 -4.425 -2.260 -0.05
C 3.077 -1.522 -3.036 -0.08
C 3.862 -0.700 -2.222 -0.11
C 4.867 0.063 -2.808 -0.03
C 5.104 0.009 -4.168 -0.08
C 4.295 -0.777 -4.970 -0.04
C 3.265 -1.536 -4.429 -0.12
C 2.352 -2.295 -5.373 -0.37
C 3.108 -3.327 -6.212 -0.06
C 1.588 -1.309 -6.265 -0.05
C 3.594 -0.578 -0.741 -0.34
C 2.873 0.754 -0.487 -0.01
C 4.866 -0.692 0.103 -0.05
H -1.486 -3.261 2.744 0.07
H -2.897 -4.082 2.086 0.07
H -2.405 -2.502 1.436 0.07
H -0.231 -3.539 0.679 0.12
H -1.580 -6.153 1.490 0.08
H -0.116 -5.445 2.200 0.08
H -0.092 -6.024 0.535 0.08
H -3.624 -4.995 0.312 0.11
H -4.797 -5.235 -1.831 0.10
H -3.671 -4.576 -3.924 0.11
H -0.259 -3.102 -4.042 0.10
H -1.825 -5.337 -5.413 0.08
H -0.233 -5.498 -4.654 0.07
H -0.426 -4.484 -6.089 0.07
H -3.011 -2.991 -5.345 0.07
H -1.527 -2.208 -5.898 0.07
H -2.265 -1.706 -4.376 0.09
H 3.186 -4.177 -3.039 0.13
H 0.939 -5.480 -2.276 0.12
H 5.468 0.709 -2.180 0.11
H 5.905 0.592 -4.607 0.10
H 4.456 -0.787 -6.042 0.11
H 1.619 -2.836 -4.782 0.10
H 3.861 -2.854 -6.845 0.07
H 2.410 -3.864 -6.858 0.07
H 3.607 -4.057 -5.571 0.07
H 2.268 -0.772 -6.929 0.08
H 1.063 -0.586 -5.645 0.07
H 0.858 -1.840 -6.880 0.07
H 2.928 -1.380 -0.436 0.10
H 3.556 1.597 -0.622 0.09
H 2.469 0.789 0.524 0.06
H 2.046 0.877 -1.189 0.08
H 5.490 0.201 0.020 0.07
H 5.457 -1.557 -0.203 0.09
H 4.597 -0.828 1.152 0.05
```

Computed properties:
**Max |F|**: 1.522 eV/Å
**2S+1**: 4
**Charge**: -1
**Energy above the lowest of the compared OMol25 structures with the same formula, charge and spin**: 48.0 kcal per mole
**Frontier orbital gap (spin up / spin down)**: 5.2 / 5.8 eV
**Highest occupied orbital energy (spin up / spin down)**: -2.99 / -3.65 eV

***

This record from OMol25 describes a structure of composition C2H3I2NO in a non-equilibrium geometry. The level of theory is ωB97M-V/def2-TZVPD.

The geometry in XYZ format:
```
9
Properties=species:S:1:pos:R:3:nbo_charge:R:1
C -1.553 -0.035 0.993 0.54
C 1.316 -0.092 -0.796 -0.37
N -0.536 0.020 -0.043 -0.73
O -2.647 0.354 0.720 -0.55
I 2.337 1.620 -0.021 0.22
I 2.064 -1.938 -0.058 0.25
H -1.282 -0.411 1.894 0.13
H 1.096 0.056 -1.781 0.16
H -0.795 0.426 -0.908 0.36
```

Computed properties:
**Max |F|**: 6.409 eV/Å
**Charge**: 0
**Energy above the lowest of the compared OMol25 structures with the same formula, charge and spin**: 78.2 kcal per mole
**Frontier orbital gap**: 8.5 eV
**Highest occupied orbital energy**: -9.42 eV

***

This record from OMol25 describes a structure of composition C27H36BiN6OS8. The level of theory is ωB97M-V/def2-TZVPD.

The geometry in XYZ format:
```
79
Properties=species:S:1:pos:R:3:lowdin_charge:R:1
Bi -0.249 0.271 0.183 1.39
C 4.044 -2.519 -0.538 -0.54
C 3.225 -3.603 -1.245 -0.51
S 1.708 -2.956 -2.010 0.80
C 0.445 -4.074 -1.336 -0.52
C 0.365 -4.162 0.182 -0.48
S -0.062 -2.618 1.061 0.74
C 1.228 -2.598 2.345 -0.51
C 2.695 -2.613 1.909 -0.50
S 3.145 -1.427 0.602 0.77
H 4.467 -1.830 -1.271 0.07
H 4.870 -2.972 0.011 0.08
H 2.948 -4.399 -0.554 0.06
H 3.832 -4.052 -2.031 0.07
H 0.624 -5.073 -1.734 0.08
H -0.492 -3.707 -1.757 0.07
H 1.302 -4.516 0.601 0.06
H -0.415 -4.872 0.457 0.08
H 1.034 -3.463 2.980 0.09
H 1.002 -1.704 2.923 0.02
H 2.989 -3.601 1.557 0.06
H 3.306 -2.377 2.780 0.07
C 2.453 4.086 -1.045 -0.01
C 1.220 3.245 -0.896 -0.31
N 0.949 2.177 -1.526 -0.03
N 1.775 1.627 -2.439 0.00
C 1.349 0.515 -3.109 -0.85
N 2.213 0.013 -3.997 0.12
S -0.148 -0.173 -2.837 0.61
C 0.149 3.653 0.050 -0.26
C 0.068 4.964 0.489 0.00
C -0.989 5.347 1.297 -0.02
C -1.930 4.402 1.657 -0.01
C -1.765 3.103 1.212 -0.15
N -0.754 2.727 0.424 -0.02
H 3.264 3.543 -1.527 0.07
H 2.242 4.981 -1.634 0.10
H 2.808 4.389 -0.060 0.08
H 2.695 2.008 -2.607 0.14
H 3.049 0.499 -4.277 0.12
H 1.924 -0.800 -4.513 0.10
H 0.819 5.680 0.187 0.12
H -1.075 6.373 1.631 0.12
H -2.782 4.658 2.272 0.12
H -2.464 2.337 1.510 0.08
S 2.429 1.911 1.911 0.56
C 2.640 1.781 3.549 -1.17
N 1.846 2.298 4.481 -0.07
C 2.299 2.272 5.865 -0.21
C 3.296 1.118 5.964 -0.40
S 3.960 0.904 4.276 0.94
H 1.003 2.774 4.198 0.12
H 1.453 2.123 6.534 0.12
H 2.780 3.220 6.115 0.12
H 2.822 0.187 6.266 0.08
H 4.118 1.346 6.635 0.08
C -4.323 0.747 4.074 -0.10
O -3.008 0.978 3.544 -0.27
C -2.175 -0.061 3.385 -1.26
S -2.572 -1.621 3.653 0.69
S -0.599 0.531 2.833 0.47
H -4.865 1.677 3.925 0.09
H -4.255 0.509 5.135 0.10
H -4.811 -0.077 3.561 0.06
C -2.410 -0.335 -0.331 -0.33
C -3.427 0.751 -0.250 -0.33
C -3.405 1.823 -1.148 -0.05
C -4.275 2.886 -1.009 -0.02
C -5.196 2.896 0.038 -0.23
C -5.278 1.802 0.898 -0.02
C -4.405 0.738 0.745 -0.04
C -6.022 4.051 0.273 -0.18
N -6.659 4.980 0.503 0.16
H -2.319 -0.716 -1.347 0.01
H -2.641 -1.160 0.345 0.03
H -2.679 1.823 -1.957 0.11
H -4.243 3.719 -1.699 0.13
H -6.029 1.791 1.678 0.12
H -4.466 -0.118 1.409 0.10
```

Computed properties:
**Max |F|**: 0.462 eV/Å
**Charge**: +1
**Energy above the lowest of the compared OMol25 structures with the same formula, charge and spin**: 0.0 kcal per mole
**Frontier orbital gap**: 7.3 eV
**Highest occupied orbital energy**: -10.25 eV

***

This record from OMol25 describes a cluster of 11 separate species, C25H72N8O11 in total in a non-equilibrium geometry. The level of theory is ωB97M-V/def2-TZVPD.

The geometry in XYZ format:
```
116
Properties=species:S:1:pos:R:3:lowdin_charge:R:1
C 17.342 1.571 -5.750 -0.86
O 17.057 1.915 -6.826 0.09
N 17.316 0.385 -5.295 0.16
N 17.845 2.353 -4.797 0.15
H 17.598 0.339 -4.326 0.11
H 17.326 -0.371 -5.965 0.13
H 17.735 3.343 -4.962 0.11
H 18.344 2.068 -3.966 0.11
C 21.270 10.366 2.529 -0.80
O 21.702 9.522 1.751 0.02
N 20.298 11.170 2.314 0.16
N 21.696 10.509 3.762 0.15
H 19.796 10.997 1.455 0.12
H 19.928 11.917 2.884 0.12
H 22.592 10.073 3.929 0.11
H 21.374 11.206 4.417 0.11
C 19.459 1.409 6.617 -0.83
O 20.278 0.559 6.885 0.04
N 19.104 1.690 5.422 0.16
N 18.879 2.252 7.410 0.16
H 19.501 1.048 4.752 0.13
H 18.380 2.375 5.258 0.11
H 18.214 2.850 6.942 0.11
H 18.938 2.115 8.409 0.13
C 20.526 3.973 -0.160 -0.83
O 19.977 2.975 -0.525 0.05
N 21.066 4.151 1.000 0.16
N 20.646 5.067 -0.841 0.16
H 21.274 3.340 1.565 0.12
H 21.227 5.113 1.264 0.11
H 21.306 5.743 -0.485 0.11
H 20.133 5.230 -1.696 0.12
C 23.504 1.661 -4.725 -0.07
C 24.988 1.735 -4.483 -0.55
C 25.380 2.506 -3.270 -0.06
O 25.246 0.387 -4.426 -0.05
H 22.960 1.112 -3.956 0.09
H 23.286 1.331 -5.741 0.08
H 23.036 2.640 -4.620 0.07
H 25.470 1.963 -5.433 0.14
H 24.924 2.152 -2.345 0.09
H 25.086 3.555 -3.307 0.08
H 26.448 2.648 -3.103 0.08
H 26.199 0.304 -4.346 0.09
C 25.449 -0.491 3.394 -0.10
C 25.746 -1.729 4.138 -0.45
C 27.235 -1.978 4.430 -0.05
O 25.321 -1.191 5.421 -0.11
H 25.499 -0.794 2.348 0.08
H 26.271 0.209 3.543 0.09
H 24.557 0.101 3.598 0.08
H 25.079 -2.572 3.955 0.14
H 27.146 -2.834 5.098 0.07
H 27.654 -1.191 5.056 0.09
H 27.841 -2.336 3.598 0.08
H 24.407 -0.906 5.351 0.08
C 15.406 7.261 3.072 -0.06
C 16.790 6.644 3.277 -0.48
C 17.444 6.888 4.686 -0.05
O 16.554 5.262 3.327 -0.07
H 14.900 6.741 2.258 0.07
H 15.606 8.279 2.738 0.07
H 14.740 7.201 3.933 0.09
H 17.542 6.934 2.544 0.13
H 18.431 6.432 4.610 0.07
H 16.880 6.496 5.533 0.08
H 17.575 7.965 4.792 0.07
H 16.097 5.021 2.518 0.08
C 25.988 6.612 5.018 -0.06
C 25.358 6.255 6.412 -0.47
C 24.610 4.900 6.410 -0.06
O 26.271 6.173 7.511 -0.05
H 26.349 7.637 5.099 0.06
H 25.219 6.628 4.246 0.08
H 26.925 6.103 4.793 0.08
H 24.608 7.020 6.613 0.12
H 25.201 4.072 6.020 0.08
H 23.587 4.868 6.035 0.07
H 24.567 4.695 7.479 0.07
H 26.927 6.872 7.474 0.08
C 24.480 13.161 -2.006 -0.06
C 24.617 12.004 -3.002 -0.56
C 25.228 12.548 -4.255 -0.07
O 25.324 10.975 -2.431 -0.01
H 23.616 12.996 -1.363 0.07
H 24.427 14.112 -2.536 0.07
H 25.295 13.208 -1.284 0.08
H 23.595 11.724 -3.255 0.13
H 25.295 11.706 -4.944 0.08
H 26.252 12.803 -3.983 0.09
H 24.862 13.480 -4.687 0.08
H 24.664 10.383 -2.062 0.10
C 11.900 2.104 -2.193 -0.06
C 12.732 1.718 -0.979 -0.59
C 12.792 0.238 -0.763 -0.06
O 13.932 2.354 -0.883 -0.01
H 10.889 1.704 -2.123 0.08
H 12.361 1.611 -3.048 0.08
H 11.787 3.173 -2.375 0.08
H 12.085 2.064 -0.172 0.13
H 11.753 -0.031 -0.570 0.08
H 13.391 -0.087 0.087 0.08
H 13.183 -0.193 -1.685 0.08
H 14.454 2.117 -1.653 0.10
C 20.278 6.713 -6.893 -0.04
C 18.942 7.474 -6.464 -0.50
C 17.763 7.084 -7.273 -0.07
O 18.608 7.132 -5.159 -0.06
H 20.155 5.649 -7.092 0.07
H 21.060 6.818 -6.142 0.06
H 20.795 7.169 -7.738 0.07
H 19.325 8.493 -6.415 0.13
H 17.061 6.306 -6.972 0.09
H 18.038 6.997 -8.324 0.08
H 17.061 7.916 -7.207 0.07
H 17.967 7.788 -4.875 0.09
```

Computed properties:
**Max |F|**: 6.514 eV/Å
**Charge**: 0
**Energy above the lowest of the compared OMol25 structures with the same formula, charge and spin**: 219.6 kcal per mole
**SMILES**: NC(N)=O.NC(N)=O.NC(N)=O.NC(N)=O.CC(C)O.CC(C)O.CC(C)O.CC(C)O.CC(C)O.CC(C)O.CC(C)O
**Frontier orbital gap**: 9.5 eV
**Highest occupied orbital energy**: -9.51 eV

***

This record from OMol25 describes a structure of composition C6H10NO2 in a non-equilibrium geometry. The level of theory is ωB97M-V/def2-TZVPD.

The geometry in XYZ format:
```
19
Properties=species:S:1:pos:R:3:nbo_charge:R:1
C -1.037 0.322 0.531 -0.26
C 0.158 0.719 1.378 -0.24
C -0.872 -0.157 -0.712 -0.13
C 1.455 0.530 1.043 0.13
C 0.986 -0.673 -0.947 0.81
C 2.648 -1.773 -2.170 -0.28
N -3.345 1.355 1.570 -1.06
O 1.825 -0.244 -0.100 -0.44
O 1.310 -1.362 -1.983 -0.41
H -2.062 0.813 0.913 0.32
H 0.157 1.124 2.414 0.26
H -1.513 -0.558 -1.394 0.22
H 2.266 0.763 1.651 0.23
H 3.198 -1.833 -1.298 0.21
H 3.091 -1.074 -2.868 0.22
H 2.510 -2.580 -2.846 0.23
H -4.097 0.705 1.627 0.40
H -3.597 2.030 0.790 0.39
H -3.081 1.893 2.400 0.40
```

Computed properties:
**Max |F|**: 6.981 eV/Å
**Charge**: +1
**Energy above the lowest of the compared OMol25 structures with the same formula, charge and spin**: 69.1 kcal per mole
**Frontier orbital gap**: 9.7 eV
**Highest occupied orbital energy**: -13.16 eV

***

This record from OMol25 describes a cluster of 3 separate species, H6N4 in total in a non-equilibrium geometry. The level of theory is ωB97M-V/def2-TZVPD.

The geometry in XYZ format:
```
10
Properties=species:S:1:pos:R:3:nbo_charge:R:1
N -1.227 -0.083 -0.364 -0.64
N -0.446 0.253 0.735 -0.45
H -1.251 0.599 -1.122 0.35
H -0.908 -0.990 -0.704 0.37
H -0.939 0.938 1.304 0.38
H 0.161 -0.996 1.117 0.13
N 1.202 0.770 0.366 0.10
N 1.512 0.705 -0.775 -0.29
H 0.853 0.248 -1.455 0.31
H 1.042 -1.444 0.898 -0.25
```

Computed properties:
**Max |F|**: 3.690 eV/Å
**Charge**: 0
**Energy above the lowest of the compared OMol25 structures with the same formula, charge and spin**: 82.5 kcal per mole
**Frontier orbital gap**: 9.4 eV
**Highest occupied orbital energy**: -8.66 eV

***

This record from OMol25 describes an isolated molecule of C2H6O in a non-equilibrium geometry. The level of theory is ωB97M-V/def2-TZVPD.

The geometry in XYZ format:
```
9
Properties=species:S:1:pos:R:3:nbo_charge:R:1
C 0.141 0.764 -0.803 -0.25
C -0.127 -0.858 0.744 -0.26
O 0.196 -0.581 -0.633 -0.54
H 0.359 1.102 -1.880 0.20
H 0.934 1.193 -0.087 0.15
H -0.861 1.267 -0.546 0.16
H 0.264 -1.896 1.017 0.20
H -1.268 -0.914 0.906 0.18
H 0.361 -0.078 1.283 0.17
```

Computed properties:
**Max |F|**: 3.437 eV/Å
**Charge**: 0
**Energy above the lowest of the compared OMol25 structures with the same formula, charge and spin**: 23.0 kcal per mole
**SMILES**: COC
**Frontier orbital gap**: 11.0 eV
**Highest occupied orbital energy**: -9.87 eV

***

This record from OMol25 describes a structure of composition C9H13N3O4Sm in a non-equilibrium geometry. The level of theory is ωB97M-V/def2-TZVPD.

The geometry in XYZ format:
```
30
Properties=species:S:1:pos:R:3:lowdin_charge:R:1
O -2.903 1.974 2.293 0.27
C -2.433 2.019 1.221 -0.09
Sm -1.201 2.257 -0.516 1.39
O -1.613 6.222 -0.644 0.17
C -1.612 5.057 -0.649 0.06
C -3.249 1.026 -1.414 0.01
O -4.139 0.394 -1.799 0.23
C -0.769 2.029 -2.609 -0.09
O -0.308 1.991 -3.686 0.27
C -0.812 -3.022 -0.244 0.00
N 0.362 -2.198 0.180 -0.08
C 1.490 -2.986 0.645 -0.02
C 0.303 -0.816 0.125 -0.31
N -0.821 -0.215 -0.340 0.02
N 1.314 0.051 0.518 -0.08
C 2.672 -0.190 0.990 -0.02
C 1.055 1.547 0.490 -0.07
H -0.621 -4.105 -0.134 0.12
H -1.044 -2.866 -1.300 0.11
H -1.688 -2.808 0.374 0.11
H 2.344 -2.847 -0.023 0.11
H 1.715 -2.741 1.685 0.11
H 1.283 -4.070 0.631 0.12
H -1.561 -0.884 -0.625 0.06
H 3.411 0.325 0.340 0.13
H 2.809 0.216 2.014 0.13
H 2.956 -1.233 1.014 0.07
H 0.890 1.907 -0.555 0.04
H 0.231 1.827 1.179 0.07
H 1.939 2.138 0.840 0.16
```

Computed properties:
**Max |F|**: 13.100 eV/Å
**2S+1**: 6
**Charge**: +3
**Frontier orbital gap (spin up / spin down)**: 5.3 / 5.9 eV
**Highest occupied orbital energy (spin up / spin down)**: -19.25 / -19.40 eV